(1)
{"formula": "C3H11NOS2", "method": "ωB97M-V/def2-TZVPD", "elements": ["N", "C", "C", "C", "S", "S", "H", "H", "H", "H", "H", "H", "H", "H", "H", "H", "H", "O"], "coordinates": [[0.917, -0.841, -0.199], [0.736, 0.467, -0.796], [2.028, 1.275, -0.717], [-0.477, 1.108, -0.102], [-1.990, 0.135, -0.393], [-3.082, 0.615, 1.334], [0.393, -1.569, -0.627], [1.227, -0.916, 0.751], [0.493, 0.330, -1.857], [2.088, 1.545, 0.341], [2.865, 0.675, -1.050], [1.953, 2.216, -1.273], [-0.243, 1.335, 0.944], [-0.644, 2.139, -0.448], [-3.220, -0.676, 1.666], [-0.553, -2.085, 0.498], [-1.530, -3.163, 0.700], [-0.960, -2.591, 1.227]], "multiplicity": 1, "fmax_ha_per_bohr": 0.036, "energy_ha": -1047.2445, "molar_mass_g_mol": 141.26, "lumo_energy_ev": 0.4334, "smiles": "C[C@@H](N)CSS.O", "gap_ev": 9.09}

=====

(2)
{"formula": "C12H10N4O6PdS2", "method": "ωB97M-V/def2-TZVPD", "elements": ["Pd", "N", "C", "C", "N", "C", "C", "N", "C", "C", "N", "H", "H", "H", "H", "H", "H", "O", "S", "O", "O", "C", "C", "C", "C", "C", "C", "S", "O", "O", "O", "H", "H", "H", "H"], "coordinates": [[-0.463, -0.041, -0.445], [1.607, 4.015, -0.408], [2.432, 3.782, 0.665], [2.143, 2.516, 1.083], [1.171, 1.971, 0.293], [0.870, 2.892, -0.592], [-0.137, 2.631, -1.601], [-0.742, 1.465, -1.648], [-1.639, 1.468, -2.684], [-1.575, 2.685, -3.281], [-0.624, 3.407, -2.590], [1.579, 4.864, -0.945], [3.126, 4.522, 1.019], [2.576, 1.967, 1.901], [-2.243, 0.606, -2.904], [-2.106, 3.098, -4.118], [-0.348, 4.351, -2.792], [-1.319, -1.558, 1.263], [-2.609, -1.182, 0.697], [-3.776, -1.419, 1.485], [-2.482, 0.259, 0.262], [-2.841, -2.084, -0.872], [-4.190, -2.277, -1.156], [-4.611, -2.878, -2.331], [-3.671, -3.311, -3.248], [-2.323, -3.144, -2.974], [-1.878, -2.535, -1.805], [-0.056, -2.454, -1.722], [0.425, -3.408, -2.674], [0.336, -2.594, -0.341], [0.274, -1.040, -2.162], [-4.916, -1.952, -0.424], [-5.669, -3.013, -2.512], [-3.974, -3.793, -4.168], [-1.580, -3.509, -3.668]], "multiplicity": 1, "fmax_ha_per_bohr": 0.011, "energy_ha": -2057.9732, "molar_mass_g_mol": 476.79, "lumo_energy_ev": [-1.2485, -1.2492], "gap_ev": [7.85, 7.85]}

=====

(3)
{"formula": "C3H5N3", "method": "ωB97M-V/def2-TZVPD", "elements": ["C", "C", "C", "N", "N", "N", "H", "H", "H", "H", "H"], "coordinates": [[0.042, -0.579, 0.451], [1.403, 0.712, -1.196], [-2.178, 0.284, 1.009], [1.042, 0.051, -0.054], [2.128, -0.277, -0.981], [-1.212, -0.213, 0.404], [0.198, -1.610, 0.789], [1.175, 1.620, -1.821], [-2.169, 0.691, 2.004], [-3.199, 0.226, 0.605], [2.768, -0.906, -1.210]], "multiplicity": 1, "fmax_ha_per_bohr": 0.113, "energy_ha": -280.6368, "molar_mass_g_mol": 83.09, "lumo_energy_ev": -11.3882, "smiles": "C=[N+]=CN1C=[NH+]1", "total_charge": 2, "gap_ev": 9.29}

=====

(4)
{"formula": "C28H50Br10O15", "method": "ωB97M-V/def2-TZVPD", "elements": ["C", "C", "C", "O", "C", "O", "O", "H", "H", "H", "H", "H", "H", "C", "C", "C", "O", "C", "O", "O", "H", "H", "H", "H", "H", "H", "C", "C", "C", "O", "C", "O", "O", "H", "H", "H", "H", "H", "H", "Br", "C", "C", "Br", "H", "H", "H", "H", "Br", "C", "C", "Br", "H", "H", "H", "H", "Br", "C", "C", "Br", "H", "H", "H", "H", "Br", "C", "C", "Br", "H", "H", "H", "H", "Br", "C", "C", "Br", "H", "H", "H", "H", "C", "O", "C", "O", "O", "C", "H", "H", "H", "H", "H", "H", "C", "O", "C", "O", "O", "C", "H", "H", "H", "H", "H", "H"], "coordinates": [[0.262, 1.349, -1.336], [-0.229, 0.596, -0.130], [-1.754, 0.743, 0.091], [-2.082, -0.505, 0.655], [-1.226, -1.396, 0.074], [-1.260, -2.639, 0.038], [-0.276, -0.709, -0.532], [-0.558, 1.500, -2.038], [1.171, 0.947, -1.785], [0.453, 2.369, -1.004], [0.428, 0.698, 0.734], [-2.432, 0.798, -0.761], [-2.027, 1.404, 0.915], [3.360, -5.924, 2.246], [3.559, -5.106, 3.608], [4.752, -5.383, 4.419], [4.962, -4.217, 5.032], [4.524, -3.204, 4.214], [4.843, -1.994, 4.286], [3.781, -3.749, 3.315], [4.228, -5.612, 1.664], [2.451, -5.724, 1.679], [3.498, -6.995, 2.388], [2.678, -5.068, 4.249], [5.670, -5.758, 3.968], [4.627, -6.023, 5.292], [6.200, 4.907, 0.721], [5.395, 4.168, 1.814], [5.650, 4.502, 3.271], [4.459, 5.220, 3.564], [3.438, 4.838, 2.802], [2.267, 5.167, 2.972], [4.000, 4.439, 1.691], [6.113, 4.364, -0.221], [7.252, 5.010, 0.988], [5.936, 5.955, 0.582], [5.538, 3.090, 1.736], [6.461, 5.208, 3.450], [5.874, 3.622, 3.874], [-0.810, -0.868, -6.999], [1.005, -0.646, -7.758], [1.170, -1.642, -8.920], [3.027, -1.882, -9.306], [1.684, -0.897, -6.943], [1.100, 0.387, -8.092], [0.755, -1.237, -9.843], [0.857, -2.662, -8.695], [-6.635, 7.920, 2.435], [-4.792, 7.959, 1.754], [-4.550, 7.010, 0.567], [-2.657, 7.039, -0.004], [-4.154, 7.598, 2.560], [-4.459, 8.993, 1.665], [-5.204, 7.206, -0.282], [-4.695, 5.963, 0.832], [-3.802, -6.994, -5.336], [-2.119, -6.387, -4.553], [-0.864, -6.784, -5.382], [0.744, -5.632, -4.850], [-1.905, -6.704, -3.532], [-2.074, -5.306, -4.684], [-0.887, -6.720, -6.470], [-0.523, -7.763, -5.045], [2.583, 6.420, -4.638], [1.764, 7.288, -6.202], [0.645, 8.393, -5.830], [-0.150, 9.088, -7.390], [1.276, 6.549, -6.838], [2.507, 7.856, -6.762], [0.952, 9.253, -5.235], [-0.096, 7.814, -5.279], [7.551, -1.828, -2.411], [7.089, -0.176, -3.385], [6.803, -0.591, -4.818], [6.122, 0.830, -5.975], [8.014, 0.379, -3.230], [6.269, 0.374, -2.923], [6.098, -1.420, -4.880], [7.804, -0.830, -5.176], [-4.204, 3.720, 6.556], [-3.276, 3.015, 5.809], [-2.426, 2.117, 6.423], [-2.505, 1.724, 7.617], [-1.632, 1.659, 5.531], [-0.803, 0.598, 5.807], [-3.864, 4.595, 7.111], [-4.646, 3.165, 7.383], [-5.042, 4.057, 5.946], [-1.391, -0.260, 6.131], [0.050, 0.904, 6.414], [-0.489, 0.276, 4.814], [-7.086, -6.846, 1.385], [-8.390, -7.007, 1.623], [-8.891, -7.194, 2.926], [-8.202, -7.263, 3.921], [-10.194, -7.137, 2.841], [-10.896, -6.977, 4.080], [-7.110, -6.523, 0.344], [-6.571, -7.806, 1.354], [-6.475, -6.171, 1.984], [-10.400, -7.544, 4.868], [-11.908, -7.380, 4.031], [-11.079, -5.960, 4.426]], "multiplicity": 1, "fmax_ha_per_bohr": 0.110, "energy_ha": -27965.5265, "molar_mass_g_mol": 1425.73, "lumo_energy_ev": -0.0199, "smiles": "C[C@H]1COC(=O)O1.C[C@H]1COC(=O)O1.C[C@H]1COC(=O)O1.COC(=O)OC.COC(=O)OC.BrCCBr.BrCCBr.BrCCBr.BrCCBr.BrCCBr", "gap_ev": 10.29}